Molecular formula: C40H86F3N3O8S
Method: DFT, ωB97M-V with the def2-TZVPD basis set

Positions of all 141 atoms, in Å:
C: 0.68 -4.25 0.33
C: 0.72 -3.37 -0.93
C: 0.66 -1.85 -0.66
C: -0.65 -1.18 -1.07
C: -1.80 -1.67 -0.18
C: -0.56 0.38 -1.19
C: -0.40 0.68 -2.69
C: 0.80 0.03 -3.38
C: 0.83 0.42 -4.86
C: 0.64 0.97 -0.43
C: 0.65 0.87 1.09
O: -0.16 0.25 1.72
N: 1.77 1.47 1.69
C: 1.84 1.15 3.12
C: 1.91 2.91 1.49
O: -1.81 0.86 -0.61
C: -2.54 2.04 -0.78
C: -1.86 3.25 -1.45
C: -2.25 4.69 -1.05
C: -1.19 5.46 -0.26
F: -1.73 5.97 0.92
C: -3.97 1.67 -1.35
C: -4.83 2.82 -1.90
C: -4.49 3.36 -3.27
C: -4.72 4.84 -3.50
N: -4.08 2.59 -4.20
N: -3.86 0.54 -2.25
C: -5.03 -0.25 -2.41
F: -5.87 0.28 -3.42
C: -4.73 -1.72 -2.72
C: -5.25 -2.67 -1.64
S: -2.92 2.42 1.02
O: -4.00 3.36 1.14
O: -2.96 1.22 1.77
F: -1.59 3.16 1.39
H: 1.01 -3.71 1.22
H: 1.33 -5.12 0.24
H: -0.33 -4.60 0.54
H: 1.65 -3.58 -1.45
H: -0.13 -3.66 -1.56
H: 0.85 -1.66 0.40
H: 1.50 -1.41 -1.20
H: -0.88 -1.54 -2.08
H: -2.77 -1.41 -0.60
H: -1.75 -2.76 -0.09
H: -1.73 -1.24 0.82
H: -0.31 1.74 -2.89
H: -1.30 0.34 -3.21
H: 0.74 -1.06 -3.32
H: 1.73 0.38 -2.92
H: 1.56 -0.19 -5.40
H: 1.10 1.47 -4.99
H: -0.14 0.24 -5.32
H: 0.76 2.01 -0.69
H: 1.57 0.50 -0.76
H: 2.79 1.53 3.50
H: 1.80 0.07 3.26
H: 1.03 1.63 3.69
H: 1.12 3.48 1.98
H: 1.97 3.17 0.44
H: 2.86 3.22 1.93
H: -0.79 3.17 -1.33
H: -2.03 3.13 -2.52
H: -2.41 5.25 -1.98
H: -3.18 4.77 -0.49
H: -0.36 4.81 0.03
H: -0.82 6.32 -0.81
H: -4.50 1.25 -0.49
H: -5.84 2.39 -1.97
H: -4.92 3.65 -1.20
H: -5.43 4.97 -4.32
H: -5.12 5.35 -2.63
H: -3.78 5.33 -3.78
H: -3.93 3.12 -5.06
H: -3.46 0.79 -3.14
H: -5.62 -0.17 -1.49
H: -3.65 -1.81 -2.81
H: -5.19 -1.96 -3.68
H: -6.17 -3.16 -1.98
H: -5.45 -2.15 -0.70
H: -4.51 -3.44 -1.41
C: -0.14 5.46 7.09
C: 0.33 4.13 6.55
O: -0.61 3.08 6.66
C: -1.85 3.29 6.00
C: -1.72 3.49 4.50
H: -0.43 5.37 8.14
H: 0.66 6.20 7.02
H: -1.00 5.85 6.54
H: 1.20 3.78 7.12
H: 0.66 4.24 5.51
H: -2.40 4.12 6.45
H: -2.42 2.38 6.20
H: -1.16 4.39 4.25
H: -2.71 3.58 4.05
H: -1.21 2.64 4.04
C: 7.97 3.50 -0.34
C: 6.78 3.80 0.55
O: 5.64 3.00 0.28
C: 5.79 1.60 0.42
C: 6.18 1.16 1.82
H: 7.70 3.63 -1.39
H: 8.79 4.19 -0.11
H: 8.35 2.49 -0.21
H: 6.44 4.82 0.40
H: 7.06 3.71 1.61
H: 6.51 1.21 -0.32
H: 4.82 1.19 0.16
H: 7.16 1.54 2.12
H: 6.22 0.07 1.86
H: 5.44 1.50 2.55
C: 5.67 -2.35 -2.93
C: 5.49 -3.57 -2.04
O: 4.41 -4.41 -2.42
C: 4.48 -4.98 -3.71
C: 5.70 -5.86 -3.94
H: 4.75 -1.76 -2.96
H: 6.48 -1.73 -2.55
H: 5.93 -2.63 -3.96
H: 5.24 -3.25 -1.03
H: 6.42 -4.14 -1.98
H: 4.43 -4.20 -4.48
H: 3.58 -5.57 -3.80
H: 6.63 -5.30 -3.88
H: 5.65 -6.30 -4.94
H: 5.73 -6.66 -3.20
C: -3.10 -8.35 4.01
C: -2.12 -7.27 3.57
O: -1.82 -7.30 2.18
C: -2.91 -7.13 1.30
C: -3.62 -5.80 1.46
H: -2.71 -9.34 3.76
H: -3.24 -8.29 5.09
H: -4.08 -8.23 3.55
H: -1.16 -7.41 4.06
H: -2.49 -6.28 3.86
H: -3.61 -7.96 1.38
H: -2.48 -7.18 0.30
H: -4.07 -5.69 2.45
H: -4.41 -5.70 0.72
H: -2.92 -4.97 1.32

## Properties
HOMO-LUMO gap: 9.52 eV

---

Molecular formula: C39H41BBr2GeN5OOsSi
Method: DFT, ωB97M-V with the def2-TZVPD basis set

Positions of all 92 atoms, in Å:
Os: 0.47 -0.22 -0.51
B: -1.66 -2.24 -2.04
N: -2.30 -0.84 -1.86
C: -3.58 -0.45 -1.98
C: -3.67 0.88 -1.58
C: -2.37 1.22 -1.21
N: -1.56 0.18 -1.39
N: -1.36 -2.76 -0.60
C: -2.01 -3.67 0.14
C: -1.44 -3.70 1.40
C: -0.42 -2.75 1.34
N: -0.39 -2.20 0.13
H: -0.60 -2.10 -2.62
H: -2.42 -2.99 -2.60
H: -4.33 -1.13 -2.35
H: -4.55 1.50 -1.55
H: -1.99 2.15 -0.83
H: -2.83 -4.23 -0.28
H: -1.72 -4.32 2.24
H: 0.28 -2.44 2.11
C: 3.32 3.24 0.73
C: 2.15 3.28 1.68
C: 2.18 4.16 2.78
C: 1.13 4.20 3.64
C: 0.05 3.32 3.47
C: -1.07 3.26 4.32
Br: -1.21 4.45 5.82
C: -2.07 2.35 4.12
C: -1.97 1.44 3.07
Br: -3.34 0.15 2.85
C: -0.89 1.37 2.18
O: -0.86 0.44 1.29
C: 0.12 2.41 2.37
N: 1.14 2.46 1.48
H: 4.24 3.06 1.29
H: 3.43 4.19 0.21
H: 3.17 2.44 0.02
H: 3.04 4.81 2.91
H: 1.13 4.89 4.47
H: -2.93 2.33 4.77
C: 4.28 0.89 -2.81
Si: 2.55 1.57 -3.14
C: 2.52 3.45 -2.93
C: 2.24 1.29 -4.99
C: 1.06 0.89 -2.24
H: 5.03 1.57 -3.24
H: 4.40 -0.09 -3.27
H: 4.50 0.78 -1.74
H: 3.35 3.94 -3.47
H: 2.57 3.75 -1.89
H: 1.58 3.84 -3.34
H: 3.01 1.76 -5.61
H: 1.27 1.71 -5.28
H: 2.22 0.22 -5.22
H: 0.43 1.78 -2.08
H: 0.53 0.29 -2.99
C: 2.15 -0.80 0.39
Ge: 3.56 -2.05 0.11
C: 3.69 -2.69 -1.74
C: 4.81 -3.38 -2.20
C: 4.86 -3.88 -3.50
C: 3.77 -3.71 -4.35
C: 2.64 -3.04 -3.90
C: 2.60 -2.54 -2.60
C: 3.38 -3.70 1.21
C: 3.21 -4.94 0.59
C: 3.02 -6.09 1.35
C: 2.99 -6.02 2.73
C: 3.15 -4.79 3.36
C: 3.34 -3.64 2.60
C: 5.24 -1.15 0.63
C: 6.26 -0.87 -0.28
C: 7.36 -0.10 0.09
C: 7.46 0.40 1.38
C: 6.45 0.14 2.30
C: 5.35 -0.63 1.93
H: 2.09 -0.60 1.47
H: 5.66 -3.54 -1.54
H: 5.75 -4.40 -3.85
H: 3.81 -4.10 -5.36
H: 1.79 -2.92 -4.55
H: 1.72 -2.02 -2.25
H: 3.23 -5.01 -0.49
H: 2.89 -7.05 0.85
H: 2.85 -6.92 3.32
H: 3.12 -4.73 4.44
H: 3.44 -2.69 3.11
H: 6.18 -1.24 -1.30
H: 8.14 0.11 -0.63
H: 8.32 1.00 1.67
H: 6.51 0.54 3.31
H: 4.56 -0.79 2.65

## Properties
Charge: -1
2S+1: 5
HOMO-LUMO gap (alpha / beta): 6.29 / 7.14 eV
Expectation value of S²: 6.02

---

Molecular formula: C4H9N3
Method: DFT, ωB97M-V with the def2-TZVPD basis set

Positions of all 16 atoms, in Å:
C: 2.58 1.33 0.70
C: 0.68 -0.21 1.14
C: -0.47 -0.89 0.67
C: -1.16 -0.52 -0.61
H: 2.48 2.30 1.21
H: 3.17 0.72 1.39
H: 3.23 1.57 -0.20
H: 0.63 0.99 -0.43
H: 1.11 -0.63 2.06
H: -0.98 -1.54 1.34
H: -2.99 -0.83 -1.59
H: -2.83 -1.94 -0.30
H: -1.36 0.81 -2.04
N: 1.33 0.74 0.39
N: -2.34 -1.18 -0.94
N: -0.74 0.48 -1.28

## Properties
HOMO-LUMO gap: 8.52 eV
Relative energy (zero: lowest compared OMol25 entry of this formula, charge and spin): 124.7 kJ/mol

---

Molecular formula: C38H88N2O12
Method: DFT, ωB97M-V with the def2-TZVPD basis set

Positions of all 140 atoms, in Å:
C: 7.62 -0.54 -4.07
O: 6.49 -0.30 -3.27
C: 5.45 0.51 -3.73
C: 5.75 2.05 -3.86
O: 5.86 2.56 -2.55
C: 7.05 2.28 -1.82
H: 8.39 -1.15 -3.60
H: 8.14 0.39 -4.30
H: 7.27 -0.71 -5.09
H: 4.56 0.28 -3.13
H: 5.42 0.10 -4.74
H: 4.88 2.59 -4.23
H: 6.56 2.34 -4.53
H: 6.86 2.80 -0.88
H: 7.90 2.65 -2.40
H: 7.36 1.24 -1.74
C: -0.66 6.76 2.42
O: 0.58 6.80 1.82
C: 0.53 7.47 0.48
C: 1.86 7.67 -0.24
O: 2.46 6.56 -0.76
C: 2.40 5.30 -0.15
H: -0.66 6.08 3.27
H: -1.40 6.46 1.69
H: -0.99 7.77 2.66
H: 0.19 8.50 0.58
H: -0.14 6.93 -0.19
H: 2.56 7.97 0.54
H: 1.94 8.37 -1.07
H: 2.81 5.36 0.86
H: 3.04 4.58 -0.65
H: 1.39 4.89 -0.27
C: -1.55 2.81 2.87
O: -1.72 3.56 3.99
C: -3.07 3.99 4.20
C: -3.93 3.22 5.21
O: -4.04 3.71 6.51
C: -2.80 4.00 7.11
H: -1.85 3.25 1.92
H: -2.26 1.98 2.90
H: -0.61 2.32 2.65
H: -3.61 4.12 3.26
H: -3.05 5.02 4.55
H: -3.50 2.22 5.28
H: -4.93 2.98 4.86
H: -2.22 3.10 7.33
H: -3.05 4.47 8.06
H: -2.06 4.59 6.58
C: 6.39 -2.45 -0.21
O: 5.22 -3.06 -0.65
C: 4.24 -2.38 -1.41
C: 3.91 -3.29 -2.64
O: 3.53 -2.56 -3.78
C: 3.61 -3.45 -4.93
H: 7.10 -2.31 -1.02
H: 6.79 -2.96 0.67
H: 6.11 -1.48 0.21
H: 4.41 -1.33 -1.62
H: 3.35 -2.35 -0.79
H: 3.12 -3.98 -2.35
H: 4.69 -4.00 -2.90
H: 4.56 -3.95 -5.11
H: 3.59 -2.77 -5.78
H: 2.84 -4.23 -4.96
C: -0.95 0.17 5.64
O: 0.01 0.21 6.70
C: 1.13 1.12 6.48
C: 1.92 0.73 5.21
O: 3.16 0.34 5.73
C: 4.00 -0.40 4.85
H: -1.16 1.24 5.60
H: -1.78 -0.44 5.98
H: -0.58 0.01 4.63
H: 1.72 1.17 7.40
H: 0.79 2.15 6.39
H: 1.98 1.58 4.53
H: 1.41 -0.11 4.74
H: 3.46 -1.30 4.53
H: 4.80 -0.84 5.45
H: 4.35 0.14 3.97
C: -8.76 -5.25 -1.99
C: -7.26 -5.21 -1.75
C: -6.72 -5.78 -3.11
C: -5.29 -5.38 -3.45
C: -5.09 -3.87 -3.27
C: -5.50 -3.25 -1.92
N: -6.87 -3.74 -1.56
O: -7.15 -3.29 -0.32
C: -4.38 -3.71 -0.96
C: -5.52 -1.74 -2.23
C: -6.84 -6.21 -0.63
H: -9.22 -6.23 -2.09
H: -8.99 -4.78 -2.95
H: -9.47 -4.81 -1.29
H: -6.68 -6.86 -2.99
H: -7.26 -5.53 -4.02
H: -5.08 -5.52 -4.51
H: -4.57 -5.81 -2.76
H: -5.78 -3.49 -4.02
H: -4.06 -3.58 -3.51
H: -4.29 -4.77 -0.76
H: -3.39 -3.31 -1.21
H: -4.72 -3.32 0.00
H: -6.35 -1.62 -2.92
H: -5.73 -1.10 -1.37
H: -4.59 -1.33 -2.62
H: -5.77 -6.42 -0.67
H: -7.28 -7.20 -0.78
H: -7.18 -5.82 0.33
H: -7.77 -2.57 -0.43
C: 0.14 -2.67 -2.09
C: -0.14 -1.36 -1.34
C: -0.31 -1.69 0.27
C: -0.18 -0.43 1.18
C: 1.08 0.38 0.88
C: 1.22 0.72 -0.68
N: 1.02 -0.48 -1.55
O: 1.31 -0.25 -2.91
C: 0.17 1.88 -0.99
C: 2.59 1.31 -0.79
C: -1.39 -0.64 -1.95
H: -0.74 -3.31 -2.19
H: 0.94 -3.32 -1.75
H: 0.49 -2.50 -3.11
H: -1.20 -2.24 0.58
H: 0.45 -2.42 0.55
H: -0.27 -0.62 2.25
H: -1.11 0.02 0.85
H: 1.96 -0.03 1.39
H: 1.00 1.39 1.29
H: -0.19 1.80 -2.02
H: -0.73 1.71 -0.38
H: 0.47 2.89 -0.70
H: 2.96 1.26 -1.82
H: 2.73 2.26 -0.29
H: 3.41 0.69 -0.42
H: -2.24 -1.31 -2.03
H: -1.10 -0.19 -2.90
H: -1.82 0.15 -1.32
H: 2.16 -0.66 -3.07

## Properties
HOMO-LUMO gap: 8.70 eV
Relative energy (zero: lowest compared OMol25 entry of this formula, charge and spin): 597.7 kJ/mol

---

Molecular formula: C4H14N3
Method: DFT, ωB97M-V with the def2-TZVPD basis set

Positions of all 21 atoms, in Å:
C: 1.49 -1.74 1.87
C: 2.50 -1.64 0.66
H: 1.93 -2.26 2.72
H: 1.08 -0.78 2.18
H: 0.61 -2.19 1.42
H: 3.48 -1.90 1.08
H: 2.52 -0.77 0.01
H: 2.35 -2.43 -0.09
C: -1.64 2.76 -1.10
C: -1.09 0.38 -0.82
N: -1.93 1.34 -1.19
N: -0.03 0.71 -0.05
N: -1.42 -0.92 -0.88
H: -2.92 1.12 -1.11
H: 0.36 1.64 -0.01
H: 0.64 0.00 0.22
H: -2.37 -1.20 -1.06
H: -0.72 -1.59 -0.62
H: -2.31 3.24 -1.82
H: -0.59 3.02 -1.30
H: -1.92 3.23 -0.13

## Properties
Charge: +1
HOMO-LUMO gap: 11.67 eV
Relative energy (zero: lowest compared OMol25 entry of this formula, charge and spin): 78.4 kJ/mol

---

Molecular formula: H12O18S3Zn
Method: DFT, ωB97M-V with the def2-TZVPD basis set

Positions of all 34 atoms, in Å:
Zn: 6.89 11.90 -6.02
S: 8.17 14.01 -3.64
O: 9.59 14.09 -3.65
O: 7.70 15.31 -4.09
O: 7.68 13.00 -4.60
O: 7.55 13.70 -2.39
S: 4.25 11.06 -4.48
O: 5.67 11.27 -4.67
O: 3.92 11.84 -3.33
O: 3.48 11.44 -5.62
O: 3.99 9.65 -4.17
S: 6.79 9.51 -8.37
O: 7.00 8.26 -7.60
O: 7.93 9.79 -9.21
O: 5.67 9.25 -9.31
O: 6.42 10.64 -7.49
O: 8.55 12.53 -7.09
H: 8.39 12.43 -8.03
H: 8.76 13.45 -6.98
O: 5.75 13.38 -6.81
H: 5.69 13.43 -7.76
H: 5.24 14.13 -6.49
O: 4.06 11.67 -8.24
H: 4.81 11.12 -8.02
H: 4.36 12.20 -8.98
O: 8.18 10.45 -5.52
H: 7.93 9.77 -4.88
H: 8.90 10.06 -6.01
O: 9.91 11.55 -3.61
H: 9.25 11.51 -4.30
H: 9.68 10.84 -3.02
O: 6.85 11.26 -2.52
H: 7.06 12.20 -2.56
H: 6.31 11.11 -3.30

## Properties
Charge: -3
2S+1: 2
HOMO-LUMO gap (alpha / beta): 5.20 / 3.76 eV
Expectation value of S²: 0.76

---

Molecular formula: C4H8O2
Method: DFT, ωB97M-V with the def2-TZVPD basis set

Positions of all 14 atoms, in Å:
O: -0.47 2.38 -0.45
C: 0.74 0.44 -0.40
C: 0.53 0.03 1.02
C: -0.28 -1.28 0.97
O: -0.97 -1.23 -0.27
C: -0.10 -0.52 -1.14
H: -0.96 2.28 -1.27
H: 0.46 2.09 -0.69
H: -0.03 0.85 1.48
H: 1.48 -0.04 1.56
H: -1.03 -1.37 1.77
H: 0.39 -2.15 1.01
H: 0.67 -1.19 -1.58
H: -0.68 -0.12 -1.98

## Properties
HOMO-LUMO gap: 9.31 eV
Relative energy (zero: lowest compared OMol25 entry of this formula, charge and spin): 428.5 kJ/mol

---

> What is the formula in the third record?

C4H9N3